DFT (ωB97M-V/def2-TZVPD) results for a 6-piece molecular cluster, C6H21NO5 overall at a distorted geometry.

## Properties
structure (SMILES): C=NC(=C)CCC.O.O.O.O.O
E_LUMO: 0.559 eV
HOMO energy: -9.83 eV
E_tot: -18287.1371 eV
HOMO-LUMO gap: 10.4 eV
max |F|: 6.5 eV/A
molar mass: 187.2 u

The geometry in ORCA input format:
```
! wB97M-V def2-TZVPD RIJCOSX def2/J DEFGRID3
* xyz 0 1
C 2.580 1.253 1.540
C 0.992 1.340 1.374
C 0.254 0.086 1.623
C 0.348 -1.208 0.669
C 1.159 -2.338 0.853
C -1.375 -2.322 -0.322
N -0.632 -1.324 -0.469
H 3.053 2.195 1.244
H 2.942 0.796 2.473
H 2.854 0.424 0.918
H 0.787 2.059 2.152
H 0.733 1.901 0.509
H 0.616 -0.106 2.643
H -0.802 0.413 1.673
H 1.222 -3.111 0.227
H 1.921 -2.422 1.585
H -2.222 -2.491 -1.118
H -1.446 -2.936 0.466
H -0.030 1.606 -2.334
H -1.125 2.602 -2.789
O -0.515 2.467 -2.049
H 2.052 -1.422 -0.825
H 2.816 -0.126 -0.966
O 2.887 -0.977 -1.234
H -2.754 -0.458 1.272
H -3.308 0.290 2.431
O -3.279 -0.600 2.050
H 1.126 -0.128 -3.499
H -0.013 -0.615 -2.711
O 0.159 0.048 -3.266
H -1.849 1.956 -0.623
H -1.683 2.964 0.255
O -2.279 2.187 0.234
*
```

Atomic partial charges in e from the Löwdin method, atoms 1 to 5: -0.071, -0.263, -0.141, -0.221, 0.055



DFT (ωB97M-V/def2-TZVPD) results for a 6-piece molecular cluster, C6H21NO6 overall at a distorted geometry.

## Properties
structure (SMILES): N/C=C/CCCC=O.O.O.O.O.O
E_LUMO: 0.468 eV
HOMO energy: -7.99 eV
E_tot: -20336.0380 eV
HOMO-LUMO gap: 8.5 eV
max |F|: 3.5 eV/A
molar mass: 203.2 u

The geometry in ORCA input format:
```
! wB97M-V def2-TZVPD RIJCOSX def2/J DEFGRID3
* xyz 0 1
O -2.601 0.060 0.598
C -1.768 0.716 1.182
C -1.150 1.915 0.412
C 0.245 2.207 0.925
C 1.146 0.967 1.322
N 2.254 -1.218 -1.497
C 2.275 -0.253 -0.529
C 1.199 -0.054 0.251
H -1.324 0.450 2.116
H -1.842 2.740 0.446
H -1.055 1.602 -0.637
H 0.425 2.988 1.694
H 0.740 2.741 0.094
H 0.586 0.657 2.212
H 2.101 1.353 1.634
H 3.089 -1.304 -2.062
H 1.614 -1.990 -1.637
H 3.196 0.316 -0.394
H 0.368 -0.821 0.392
H 2.110 -2.461 1.451
H 2.156 -1.905 2.915
O 1.711 -2.516 2.324
H -1.291 0.634 -4.005
H -1.488 0.075 -2.667
O -0.754 0.328 -3.263
H 0.893 1.245 -1.957
H 1.666 2.162 -3.039
O 1.230 2.113 -2.190
H -2.622 -0.558 -0.955
H -3.721 -1.204 -1.840
O -2.812 -0.889 -1.854
H 0.066 -1.893 3.110
H -0.431 -3.153 2.690
O -0.834 -2.343 3.039
*
```

Atomic partial charges in e from the Löwdin method, atoms 1 to 5: 0.028, -0.186, -0.126, -0.211, -0.214